Record 1
Below is a structure of composition C9H31N2O6V, with properties calculated with ωB97M-V/def2-TZVPD.

Geometry (Å):
V  -0.3980  -1.4477  -0.6831
C  -1.4133  0.0563  2.1027
O  -1.4251  -1.0524  1.2461
H  -2.3410  0.6275  2.1357
H  -1.1908  -0.1608  3.1474
H  -0.6933  0.8224  1.8151
C  0.0782  2.0661  -2.6336
C  -0.7598  1.8058  -1.4077
C  -1.9861  2.8379  -1.3073
O  -2.8535  2.3387  -0.3082
C  -4.0865  3.1864  -0.1855
N  -1.3477  0.5153  -1.5956
H  -0.5004  1.9968  -3.5547
H  0.7380  1.2123  -2.7879
H  0.5597  3.0412  -2.5591
H  -0.2628  1.8698  -0.4397
H  -2.5087  2.9705  -2.2546
H  -1.4836  3.7733  -1.0609
H  -4.9516  2.5764  0.0746
H  -4.3125  3.5892  -1.1728
H  -3.9775  4.1140  0.3764
H  -2.2027  0.5979  -1.0643
H  -1.8095  0.4711  -2.4927
C  2.9827  -2.3729  0.2990
C  2.0155  -1.5121  1.0766
C  2.5638  -0.9158  2.3223
O  2.1352  0.3610  2.6095
C  2.6730  0.9623  3.7651
N  1.4648  -0.5360  0.1335
H  3.3963  -3.1918  0.8876
H  3.8487  -1.7956  -0.0249
H  2.3970  -2.7798  -0.5253
H  1.1623  -2.1085  1.3999
H  3.6456  -1.0494  2.3132
H  2.3330  -1.5710  3.1622
H  3.7075  0.6708  3.9461
H  2.1357  0.5404  4.6145
H  2.4999  2.0376  3.7195
H  1.0995  0.1747  0.7512
H  2.2954  -0.0855  -0.2235
O  0.1306  -3.5513  -0.4319
H  -0.6077  -4.1332  -0.2514
H  0.8472  -4.1397  -0.6699
O  -2.1321  -2.3697  -1.8426
H  -3.0359  -2.0681  -1.7510
H  -2.1747  -3.0571  -2.5073
O  0.9105  -1.7516  -2.5261
H  1.0446  -1.9943  -3.4422
H  1.7900  -1.5713  -2.1943

Cartesian forces, eV/Å:
0.0361 0.7319 -1.9476
1.2647 0.4157 -0.6963
-0.3269 0.8783 1.0332
-0.8737 -0.4796 -0.2717
-0.2954 -0.8527 0.1684
0.2581 -0.0889 -0.3910
0.3503 0.0719 0.1677
-1.9888 1.9872 -1.1179
1.9726 -0.6105 0.3518
-1.3768 1.3206 0.3098
0.6987 -0.2707 -1.4070
-0.7925 -2.3771 1.3359
-0.5079 0.5161 0.1258
0.7483 0.3309 0.3563
0.3527 -0.2767 -0.3244
0.3575 -0.1313 -0.1575
0.0145 -0.2068 -0.2311
-0.4622 0.4240 0.2977
0.4545 -0.0463 0.4990
0.0069 -0.2902 -0.3581
0.4148 -0.5478 0.7602
-0.5306 -0.3286 1.0124
0.6610 -0.1387 -0.8961
-0.0396 -0.3176 0.5437
-1.0056 -0.9442 -0.1501
1.7081 -0.9027 1.9131
-0.5591 0.8522 -1.6454
-0.3069 -0.6321 0.9776
-0.2656 0.2348 0.5072
-0.1864 -0.0734 0.0346
-0.0944 0.1196 -0.3117
0.6013 -0.1179 -0.2516
-0.1092 -0.3664 -0.1326
0.5772 0.8231 -0.2407
-0.4754 -0.3422 0.1912
0.2566 0.4019 -0.4203
-0.1533 0.2218 0.3290
0.2644 -0.1966 -0.0920
-0.2871 0.7322 0.1190
-0.0078 0.4257 -0.8662
-0.3941 0.1072 0.2752
-0.4296 -0.2703 0.2163
0.4593 -0.0316 -0.1325
0.2763 0.2753 0.5112
-0.4153 0.1639 0.1330
0.2270 -0.3447 -0.2678
-0.1759 0.1245 0.5239
-0.3260 -0.1254 -0.4420
0.4254 0.1523 0.0585

2S+1: 5
net charge: +2
Kohn-Sham gap (alpha / beta): 9.54 / 5.96 eV

Results of the natural (NBO) charge analysis, in e, for atoms 1 through 8: 1.32, -0.34, -0.29, 0.30, 0.26, 0.18, -0.62, -0.05

=====

Record 2
Below is the molecule C3H6N2O, with properties calculated with ωB97M-V/def2-TZVPD.

Geometry (Å):
C  -0.6368  0.3027  0.9212
C  -0.3633  0.1824  -0.8138
N  -0.8602  0.9336  -1.7039
N  0.4987  -0.8800  -0.9586
C  1.2158  -0.7793  0.3063
O  2.1313  -0.0298  0.4882
H  -1.3482  1.0864  0.8044
H  0.0629  0.6640  1.7205
H  -1.1195  -0.5795  1.3838
H  -1.5061  1.6543  -1.3752
H  1.0765  -1.0220  -1.7861
H  0.8489  -1.5329  1.0133

Cartesian forces, eV/Å:
-1.0551 0.6609 -1.0973
-0.4140 0.4625 2.1083
0.2824 -0.6942 0.5889
0.2654 0.3225 0.3772
1.6864 -1.0178 -0.5986
-0.0154 -0.6849 -0.1059
-1.0006 0.5651 0.5226
-0.0111 -0.2161 -1.4857
0.0203 0.2936 -0.7892
0.3042 -0.3825 0.1814
-0.3143 0.5431 0.0648
0.2518 0.1478 0.2334

structure (SMILES): [H]/N=C(\C)NC=O
energy above the lowest of the compared OMol25 structures with the same formula, charge and spin: 287.5 kJ/mol
2S+1: 1
Kohn-Sham gap: 10.64 eV

Results of the natural (NBO) charge analysis, in e, for atoms 1 through 8: -0.77, 0.51, -0.69, -0.70, 0.56, -0.52, 0.22, 0.25

=====

Record 3
Below is a cluster of 2 separate species, C3H5NO2 in total, with properties calculated with ωB97M-V/def2-TZVPD.

Geometry (Å):
C  0.4811  -0.6717  1.6429
C  0.5590  -0.7862  0.1967
N  0.8150  -1.1618  -0.8709
O  -0.6915  1.0124  -0.0561
C  -0.8693  1.2281  -1.2453
O  -0.3993  0.5331  -2.2498
H  -0.5484  -0.7757  1.9895
H  0.8774  0.2842  1.9883
H  1.0938  -1.4967  2.0100
H  0.1659  -0.2544  -1.8664
H  -1.4837  2.0886  -1.5389

Cartesian forces, eV/Å:
0.0377 -0.0510 0.1335
0.8764 -1.2642 -0.5543
0.0805 -0.0896 1.1372
-0.3866 0.5402 -0.4380
-0.1255 0.1917 0.3429
0.0875 -0.0997 0.2283
0.1344 0.0107 -0.1103
-0.0456 -0.1256 -0.1275
-0.0783 0.1010 0.2745
-0.6094 0.8394 -0.5456
0.0287 -0.0531 -0.3407

structure (SMILES): CC#N.O=CO
energy above the lowest of the compared OMol25 structures with the same formula, charge and spin: 110.2 kJ/mol
2S+1: 1
Kohn-Sham gap: 10.97 eV

Results of the natural (NBO) charge analysis, in e, for atoms 1 through 8: -0.72, 0.46, -0.48, -0.64, 0.67, -0.68, 0.26, 0.26

=====

Record 4
Below is a structure of composition C9H17LuN2, with properties calculated with ωB97M-V/def2-TZVPD.

Geometry (Å):
C  2.4384  -1.3576  -1.9565
C  1.4168  -2.2139  -1.9354
H  3.1876  -1.3687  -1.1507
H  2.3192  -0.4306  -2.5399
H  0.4913  -1.9566  -2.5079
H  1.2412  -2.8668  -1.0323
Lu  -0.2634  0.6751  -0.0407
C  -0.6242  2.6062  -1.3398
C  -0.4725  1.5325  -2.3038
C  -2.3616  1.1092  -0.9999
C  -1.7844  2.3469  -0.5418
H  0.2628  1.4727  -3.1373
H  -1.7458  -0.2164  -2.7335
H  -3.2790  0.6148  -0.6630
C  -1.5356  0.6216  -2.0762
H  -2.0790  2.8896  0.3553
H  0.1036  3.4164  -1.2306
N  -1.2197  -0.7430  1.4161
C  -0.5091  -0.5562  2.7373
C  0.9796  -0.8338  2.5274
N  1.5522  0.0591  1.4563
H  -2.1954  -0.4559  1.4706
H  -1.2640  -1.7297  1.1137
H  -0.6463  0.4944  3.0381
H  -0.9332  -1.2265  3.5049
H  1.5399  -0.6784  3.4597
H  1.2011  -1.8863  2.2566
H  2.3894  -0.2972  1.0109
H  1.7901  0.9789  1.8423

Cartesian forces, eV/Å:
-0.7533 1.2081 1.1116
-1.9651 0.8507 1.7949
0.1004 -0.2366 -0.8546
0.7756 -0.7493 -0.2838
1.0168 -0.7934 -0.0289
0.6097 -0.0375 -1.5529
3.1569 -1.7173 0.5620
0.0802 -0.1795 -0.8117
-0.4023 0.9129 0.0730
-0.0990 0.2666 -0.8270
-0.1376 -0.2507 -0.5801
-0.5750 0.0681 0.9368
-0.0476 -0.0499 0.3366
0.3691 0.3971 -0.0785
-0.7143 0.6198 -0.3623
-0.1913 0.1934 -0.3855
-0.5016 -0.0846 -0.0006
-0.6134 -0.5795 0.2192
0.1742 -0.5024 -0.4220
0.9446 -0.3272 0.2477
-1.0690 0.6949 -0.0677
-0.1458 -0.1807 0.3888
0.1425 0.3820 0.4485
-0.1202 -0.2956 0.0846
0.2234 0.4482 -0.2424
-0.3368 0.0281 -0.1274
-0.4126 0.5617 -0.0704
0.1426 -0.2277 0.2264
0.3491 -0.4198 0.2656

energy above the lowest of the compared OMol25 structures with the same formula, charge and spin: 28.7 kJ/mol
2S+1: 1
net charge: +2
Kohn-Sham gap: 9.01 eV

Results of the natural (NBO) charge analysis, in e, for atoms 1 through 8: -0.37, -0.38, 0.20, 0.21, 0.20, 0.20, 2.22, -0.40

=====

Record 5
Below is a structure of composition C40H45ClF4HgN8O3, with properties calculated with ωB97M-V/def2-TZVPD.

Geometry (Å):
Hg  -0.5035  0.7053  -0.6243
C  -1.3626  1.1101  -4.5101
C  0.0288  1.5322  -4.0706
N  0.6214  0.6414  -3.0697
C  0.7045  -0.7584  -3.4880
C  1.6023  -1.0464  -4.6893
C  1.8856  1.1980  -2.5861
C  2.4728  0.4472  -1.4006
N  1.5915  0.4669  -0.2417
C  1.9899  -0.1514  0.8996
C  1.2158  -0.0354  2.0813
F  0.1089  0.7256  2.0596
C  1.5439  -0.6445  3.2658
F  0.7362  -0.4594  4.3260
C  2.6811  -1.4201  3.4100
C  3.4646  -1.5408  2.2870
F  4.5930  -2.2806  2.3422
C  3.1450  -0.9455  1.0804
F  3.9995  -1.1927  0.0525
H  -1.7981  1.8946  -5.1307
H  -2.0121  0.9659  -3.6452
H  -1.3605  0.1911  -5.0997
H  -0.0282  2.5133  -3.6028
H  0.6898  1.6205  -4.9489
H  -0.3103  -1.0980  -3.7031
H  1.0394  -1.3438  -2.6304
H  1.2611  -0.5199  -5.5822
H  1.5929  -2.1155  -4.9085
H  2.6368  -0.7569  -4.4991
H  1.6812  2.2300  -2.2949
H  2.6418  1.2156  -3.3863
H  3.4222  0.9403  -1.1602
H  2.7345  -0.5698  -1.7134
H  2.9497  -1.8731  4.3513
C  -0.4686  5.2235  4.3568
C  0.6377  4.3938  3.7739
C  1.4923  3.6556  4.5734
C  2.4926  2.8807  4.0057
Cl  3.5616  1.9690  5.0444
C  2.6413  2.8124  2.6371
C  1.7891  3.5455  1.8191
C  0.8032  4.3460  2.3831
O  -0.0513  5.1278  1.6749
C  0.0258  5.0580  0.2628
C  -0.3917  3.7019  -0.3251
O  -0.0139  3.4848  -1.4933
O  -1.0482  2.9356  0.4168
H  -0.4859  5.1337  5.4427
H  -1.4336  4.9050  3.9595
H  -0.3516  6.2761  4.0925
H  1.3760  3.6760  5.6497
H  3.4017  2.1772  2.2030
H  1.8880  3.4468  0.7472
H  1.0322  5.3002  -0.0872
H  -0.6558  5.8220  -0.1102
N  -7.5846  -0.1535  0.2465
C  -8.7061  -0.9433  0.3735
C  -9.9688  -0.7054  0.8876
C  -10.8760  -1.7601  0.8616
C  -10.5170  -3.0036  0.3371
C  -9.2485  -3.2343  -0.1774
C  -8.3246  -2.1913  -0.1633
N  -7.0229  -2.1572  -0.6016
C  -6.5918  -0.9220  -0.3512
C  -5.2917  -0.4281  -0.6124
C  -4.8409  0.8758  -0.2372
C  -3.5361  1.2333  -0.3967
N  -2.5968  0.3959  -0.9237
C  -3.0290  -0.8331  -1.3559
C  -4.3103  -1.2595  -1.2344
H  -7.5020  0.8119  0.5025
H  -10.2443  0.2597  1.2954
H  -11.8741  -1.6139  1.2546
H  -11.2468  -3.8040  0.3327
H  -8.9714  -4.1981  -0.5850
H  -5.5100  1.6079  0.1996
H  -3.1608  2.2002  -0.0866
H  -2.2701  -1.4727  -1.7879
H  -4.5934  -2.2410  -1.5897
C  -4.2148  -2.7618  2.3148
C  -3.6825  -1.3929  2.6924
N  -2.4148  -1.1482  2.0283
C  -1.6437  -2.1196  1.4520
N  -0.6975  -1.7606  0.6465
C  0.1471  -2.8011  0.1042
C  0.3574  -3.9277  1.1027
C  -1.0008  -4.4870  1.4790
N  -1.9146  -3.4136  1.8221
C  -3.1213  -3.7867  2.5374
H  -4.5192  -2.7649  1.2669
H  -5.0893  -3.0088  2.9183
H  -3.5598  -1.3301  3.7806
H  -4.3841  -0.6149  2.3900
H  -2.2609  -0.2346  1.6335
H  1.1078  -2.3544  -0.1684
H  -0.2829  -3.2128  -0.8236
H  0.8548  -3.5220  1.9883
H  0.9864  -4.7204  0.6929
H  -0.9194  -5.1548  2.3431
H  -1.4105  -5.0799  0.6499
H  -2.9138  -3.8971  3.6114
H  -3.4386  -4.7659  2.1668

Cartesian forces, eV/Å:
0.0442 -0.0023 -0.0484
-0.0102 -0.0021 -0.0107
0.0184 -0.0501 0.0625
-0.0490 -0.0311 0.0951
-0.0489 0.0407 0.0171
0.0094 -0.0162 -0.0014
-0.0208 0.0134 0.0232
0.0454 0.0450 -0.0632
-0.0885 -0.0152 -0.0659
-0.0159 -0.0072 0.0146
0.0104 0.0109 -0.0046
0.0308 0.0906 0.0281
-0.0039 0.0397 0.0208
-0.0053 -0.0114 -0.0174
0.0002 0.0154 0.0175
0.0210 -0.0058 -0.0194
-0.0096 0.0046 -0.0025
0.0393 0.0187 0.0027
0.0145 -0.0247 0.0510
-0.0049 -0.0006 -0.0022
0.0005 -0.0097 0.0280
-0.0014 0.0074 0.0025
0.0106 0.0377 0.0230
-0.0027 0.0139 -0.0039
0.0015 -0.0103 0.0087
0.0012 -0.0220 0.0183
0.0042 0.0000 -0.0007
-0.0024 0.0003 -0.0032
-0.0003 -0.0033 -0.0034
-0.0111 -0.0319 -0.0052
0.0367 0.0122 0.0085
0.0025 -0.0093 -0.0040
-0.0355 0.0239 0.0152
0.0033 0.0003 0.0030
0.0021 0.0054 0.0020
-0.0003 0.0015 -0.0082
0.0065 -0.0084 0.0025
-0.0103 -0.0032 0.0047
-0.0045 -0.0150 -0.0098
0.0080 0.0135 -0.0061
0.0099 -0.0002 0.0075
-0.0133 -0.0240 0.0105
0.0145 0.0311 -0.0072
-0.0383 -0.0057 0.0033
0.1075 0.0246 -0.0051
-0.0522 0.0031 -0.0147
-0.0430 -0.1010 0.0007
-0.0005 0.0010 0.0001
-0.0007 -0.0002 -0.0001
-0.0019 -0.0002 0.0005
0.0013 0.0020 0.0003
0.0019 -0.0021 -0.0027
0.0119 0.0024 -0.0025
0.0058 -0.0012 -0.0029
-0.0108 0.0020 0.0144
-0.0012 0.0003 -0.0028
-0.0003 0.0035 -0.0028
0.0022 0.0009 0.0005
-0.0026 -0.0020 0.0011
-0.0007 0.0015 0.0011
-0.0018 0.0016 -0.0049
0.0052 0.0001 0.0024
-0.0038 0.0007 0.0016
-0.0038 -0.0085 0.0188
0.0096 -0.0308 0.0183
0.0193 0.0033 0.0316
0.0260 0.0328 0.0384
0.0865 0.0002 -0.0912
0.0036 -0.0232 0.0263
0.0071 -0.0215 0.0243
-0.0005 -0.0017 -0.0001
-0.0009 0.0004 0.0001
-0.0004 0.0008 0.0004
-0.0002 -0.0002 -0.0002
0.0002 0.0004 0.0000
0.0036 -0.0021 -0.0033
-0.0173 -0.0032 0.0075
0.0047 -0.0053 -0.0149
0.0031 0.0035 0.0065
-0.0048 0.0191 0.0052
0.0314 0.0110 -0.0073
-0.0845 0.0050 -0.1179
0.0708 -0.0047 0.0263
-0.0915 -0.0250 0.0114
0.0103 -0.0017 -0.0661
0.0074 -0.0047 0.0113
0.0190 -0.0080 0.0209
-0.0507 0.0005 -0.0621
0.0319 -0.0045 0.0087
-0.0106 0.0175 -0.0529
0.0024 0.0011 0.0004
-0.0045 -0.0004 -0.0026
-0.0130 0.0165 -0.0058
0.0106 0.0056 0.0091
-0.0344 -0.0263 -0.0265
-0.0074 -0.0011 0.0112
0.0039 -0.0017 0.0023
0.0019 0.0034 -0.0029
0.0017 0.0032 0.0065
-0.0044 -0.0009 0.0022
-0.0010 -0.0022 0.0009
0.0002 -0.0003 -0.0017

energy above the lowest of the compared OMol25 structures with the same formula, charge and spin: 0.0 kJ/mol
2S+1: 2
net charge: -1
Kohn-Sham gap (alpha / beta): 5.31 / 7.52 eV

Results of the Löwdin charge analysis, in e, for atoms 1 through 8: 1.29, -0.08, -0.26, -0.23, -0.26, -0.08, -0.21, -0.24

=====

Record 6
Below is a cluster of 2 separate species, C5H11NO2 in total, with properties calculated with ωB97M-V/def2-TZVPD.

Geometry (Å):
O  2.7436  -0.1039  2.2832
C  2.9498  0.2448  1.1387
N  1.9249  -0.2125  0.3390
C  1.8228  0.1487  -0.9956
C  0.2807  0.4223  -1.3550
C  -0.2877  -0.8989  -1.6562
C  -1.4220  -1.4951  -1.1859
H  3.8124  0.8017  0.7479
H  1.0642  -0.5070  0.8165
H  2.4559  1.0796  -1.1681
H  2.1146  -0.5457  -1.8639
H  0.1235  0.8887  -2.4859
H  -0.1059  1.0612  -0.6313
H  0.1670  -1.7165  -2.2568
H  -2.3288  -0.9614  -0.7881
H  -1.7047  -2.5230  -1.4034
H  -4.9512  0.8059  3.2495
H  -4.3054  1.9914  4.0025
O  -4.3539  1.5196  3.2129

Cartesian forces, eV/Å:
2.0659 1.1108 1.4136
-3.0522 -2.3209 1.3317
0.6755 0.2105 -0.6440
-0.8095 2.1071 -4.2823
2.4380 -0.3026 -4.9046
-3.0276 -3.6291 1.6464
-0.9830 1.7777 -0.3740
-0.2317 -0.0809 -0.2036
1.0042 -0.0329 -0.0582
-0.8513 -0.9240 0.0842
0.1825 0.2778 1.7365
1.0090 -0.2476 2.8685
-1.3930 0.7161 1.1786
1.0633 1.4217 0.2343
1.3851 -0.1651 0.3074
0.5213 0.0827 -0.3284
-1.0740 -1.0458 0.5358
-0.2153 0.8152 2.0929
1.2928 0.2293 -2.6348

structure (SMILES): C=CCCNC=O.O
energy above the lowest of the compared OMol25 structures with the same formula, charge and spin: 323.3 kJ/mol
2S+1: 1
Kohn-Sham gap: 10.12 eV

Results of the natural (NBO) charge analysis, in e, for atoms 1 through 8: -0.60, 0.52, -0.64, -0.20, -0.45, -0.21, -0.40, 0.14

=====

Record 7
Below is the molecule C8H9NO5S, with properties calculated with ωB97M-V/def2-TZVPD.

Geometry (Å):
C  0.6886  -0.4625  1.7934
C  -0.5856  -0.6189  1.4167
C  1.7956  -0.1872  0.8298
C  2.4390  -1.2506  0.3122
C  -0.7799  -1.5502  -1.0646
C  -1.0889  -0.5564  -0.0299
C  -2.3144  0.2973  -0.2603
C  1.9638  1.9045  -1.1646
N  3.5406  -1.1275  -0.5920
O  4.1222  -0.0804  -0.7033
O  3.8630  -2.1993  -1.0392
O  0.7103  2.3370  0.9585
O  3.1746  1.9789  1.3407
O  -0.1754  -0.4165  -1.1157
S  1.9417  1.6628  0.6484
H  1.0137  -0.4841  2.7852
H  -1.3446  -0.8883  2.1483
H  1.9776  -2.2068  0.4966
H  -2.2571  1.2741  0.0285
H  -3.2151  -0.1452  0.2344
H  -2.5146  0.1977  -1.2189
H  1.5458  2.8489  -1.3845
H  2.9750  2.0952  -1.4325
H  1.5979  1.1035  -1.7079

Cartesian forces, eV/Å:
-0.8369 -0.0994 -1.9821
0.6811 -0.4642 -1.0956
-0.6100 -0.0570 0.3395
-1.7649 2.6614 0.7955
0.1136 -0.8745 -0.3683
-1.2597 1.2637 2.7262
-0.5258 -3.2376 3.7879
2.2130 1.0328 1.7548
0.0389 -1.0957 1.2753
0.0671 0.6693 -0.4999
0.7319 -0.6555 -1.2234
-0.1389 -0.6824 1.0059
-1.0504 0.0492 -0.5069
1.1662 0.1104 -0.6119
1.2276 -0.0956 -1.8309
0.1071 -0.1225 1.6231
0.0460 0.2776 -0.1266
0.6960 -0.3909 -0.2201
0.5833 2.6332 0.7943
0.7577 0.2146 -0.0158
-1.0740 0.0454 -4.7512
-1.3600 0.7713 0.1109
1.1651 -0.4648 -0.1969
-0.9741 -1.4888 -0.7837

energy above the lowest of the compared OMol25 structures with the same formula, charge and spin: 895.3 kJ/mol
2S+1: 1
Kohn-Sham gap: 8.89 eV

Results of the natural (NBO) charge analysis, in e, for atoms 1 through 8: -0.24, -0.16, -0.20, -0.11, 0.34, 0.03, -0.61, -0.84